No. 1
29
Properties=species:S:1:pos:R:3 method="wB97M-V/def2-TZVPD" lumo_ev=0.3412 max_force_ev_per_a=4.42 e_homo_ev=-10.16 smiles="C[C@@H](C=O)NC=O.O.O.O.O.O" e_above_lowest_kcal_mol=32.3
C -0.94 2.02 1.15
C 0.20 1.57 0.24
C 1.42 1.28 1.15
O 1.75 0.28 1.71
N -0.12 0.54 -0.75
C -0.90 0.84 -1.87
O -1.10 -0.07 -2.64
H -1.81 1.42 1.51
H -1.63 2.76 0.54
H -0.61 2.44 2.11
H 0.64 2.48 -0.35
H 1.83 2.24 1.42
H -0.26 -0.37 -0.38
H -1.08 1.90 -1.94
O -3.08 -1.97 0.61
H -3.26 -1.20 0.16
H -2.46 -1.58 1.20
O -0.33 -1.30 2.10
H 0.44 -0.80 1.93
H -0.18 -2.21 1.83
O 2.94 1.06 -0.73
H 2.45 1.00 -1.58
H 3.09 0.18 -0.35
O 2.43 -1.49 -1.57
H 1.41 -1.40 -1.24
H 2.69 -2.25 -0.97
O -0.84 -2.48 -0.93
H -1.69 -2.76 -0.53
H -1.02 -2.10 -1.80

No. 2
14
Properties=species:S:1:pos:R:3 method="wB97M-V/def2-TZVPD" lumo_ev=4.0465 charge=-1 max_force_ev_per_a=2.85 e_homo_ev=-4.01 e_above_lowest_kcal_mol=19.9
C 1.55 0.51 -0.64
O 0.30 1.08 -0.26
C 2.71 1.32 -0.04
H 1.67 -0.63 -0.41
H 1.54 0.54 -1.70
H 2.75 1.36 1.04
H 3.64 0.99 -0.45
H 2.57 2.25 -0.60
H -2.32 -1.17 0.03
H -2.88 -2.46 -0.79
O -3.19 -1.62 -0.36
H -0.95 -0.82 2.11
H -0.18 0.44 0.47
O -1.04 -0.89 1.17

No. 3
83
Properties=species:S:1:pos:R:3 method="wB97M-V/def2-TZVPD" lumo_ev="0.4995 / -0.3483" max_force_ev_per_a=2.98 spin_multiplicity=4 e_homo_ev="-5.99 / -7.63" e_above_lowest_kcal_mol=0.0
C -1.72 0.03 1.24
C -2.08 0.46 -0.05
C -1.68 -0.54 -1.02
H -2.65 1.36 -0.30
C -1.05 -1.59 -0.25
C -1.10 -1.25 1.13
H -0.76 -1.86 1.94
H -1.89 0.56 2.18
H -2.23 -0.70 -1.95
H -0.64 -2.51 -0.66
Co -0.13 0.14 0.02
Si -0.05 -0.01 -2.40
C -0.41 1.61 -3.24
C 0.59 2.43 -3.78
H 1.64 2.24 -3.56
C 0.25 3.46 -4.66
H 1.02 3.99 -5.22
C -1.09 3.82 -4.81
H -1.37 4.62 -5.51
C -2.07 3.16 -4.08
H -3.10 3.51 -4.09
C -1.74 2.03 -3.32
H -2.54 1.48 -2.81
C -0.22 -1.48 -3.55
C -1.07 -1.50 -4.68
H -1.53 -0.58 -5.03
C -1.34 -2.71 -5.32
H -2.07 -2.74 -6.14
C -0.71 -3.90 -4.91
H -0.95 -4.85 -5.40
C 0.22 -3.85 -3.87
H 0.72 -4.77 -3.55
C 0.49 -2.65 -3.21
H 1.26 -2.61 -2.43
H 1.33 0.00 -1.86
Si 2.38 0.43 -7.25
C 1.77 -1.15 -8.04
C 1.03 -1.22 -9.24
H 0.88 -0.31 -9.85
C 0.50 -2.44 -9.68
H -0.10 -2.47 -10.59
C 0.75 -3.61 -8.97
H 0.32 -4.56 -9.30
C 1.58 -3.57 -7.85
H 1.82 -4.49 -7.31
C 2.12 -2.36 -7.42
H 2.84 -2.35 -6.59
C 1.39 1.81 -8.03
C 0.04 1.93 -7.68
H -0.39 1.26 -6.93
C -0.76 2.91 -8.28
H -1.79 3.01 -7.95
C -0.24 3.76 -9.26
H -0.87 4.51 -9.73
C 1.11 3.63 -9.63
H 1.52 4.29 -10.40
C 1.92 2.66 -9.03
H 2.96 2.54 -9.34
H 3.84 0.66 -7.43
Cl 2.27 0.18 -5.20
C 2.53 -3.17 3.57
C 2.70 -1.84 3.99
C 2.42 -0.80 3.11
C 1.93 -1.08 1.82
C 1.89 -2.42 1.37
C 2.16 -3.46 2.25
N 1.51 0.01 1.02
N 2.23 1.14 1.23
C 1.59 2.22 0.68
C 2.17 3.50 0.66
C 1.38 4.58 0.27
C 0.04 4.35 -0.12
C -0.46 3.06 -0.12
N 0.32 2.00 0.18
H 2.69 -3.99 4.28
H 3.02 -1.58 5.00
H 2.55 0.25 3.36
H 1.67 -2.60 0.32
H 2.05 -4.50 1.92
H 3.19 3.57 1.01
H 1.77 5.60 0.29
H -0.62 5.17 -0.41
H -1.49 2.83 -0.38

No. 4
63
Properties=species:S:1:pos:R:3 method="wB97M-V/def2-TZVPD" lumo_ev=0.6644 max_force_ev_per_a=0.64 e_homo_ev=-8.38 smiles="CCOC(=O)C1(C[C@H]2CCCCO2)CCN(C(=O)Nc2ccc(C(=O)OC)cc2)CC1" e_above_lowest_kcal_mol=0.4
C -4.16 -3.39 -1.29
C -4.91 -2.07 -1.46
O -4.04 -0.95 -1.30
C -3.81 -0.53 -0.06
O -4.33 -1.01 0.92
C -2.81 0.62 -0.04
C -1.47 0.04 -0.55
C -0.75 -0.94 0.38
C 0.23 -1.81 -0.42
C 1.03 -2.71 0.51
C 1.72 -1.86 1.57
C 0.67 -1.00 2.27
O -0.04 -0.19 1.36
C -3.28 1.73 -1.00
C -2.83 3.12 -0.49
N -1.60 3.04 0.25
C -0.43 3.10 -0.46
O -0.40 3.32 -1.65
N 0.72 2.95 0.32
C 1.83 2.21 -0.03
C 2.78 1.94 0.97
C 3.87 1.14 0.70
C 4.04 0.59 -0.57
C 5.17 -0.30 -0.89
O 5.34 -0.83 -1.96
O 6.02 -0.47 0.14
C 7.13 -1.31 -0.10
C 3.11 0.89 -1.57
C 2.02 1.69 -1.31
C -1.73 2.32 1.50
C -2.76 1.19 1.38
H -3.32 -3.44 -1.98
H -3.78 -3.46 -0.27
H -4.83 -4.22 -1.47
H -5.31 -1.98 -2.48
H -5.72 -2.00 -0.73
H -1.67 -0.46 -1.49
H -0.77 0.85 -0.76
H -1.48 -1.59 0.89
H -0.33 -2.41 -1.15
H 0.91 -1.15 -0.97
H 1.77 -3.28 -0.06
H 0.36 -3.43 0.99
H 2.23 -2.48 2.30
H 2.45 -1.20 1.09
H 1.13 -0.31 2.98
H -0.04 -1.65 2.81
H -4.37 1.72 -1.08
H -2.87 1.55 -1.99
H -2.68 3.79 -1.34
H -3.59 3.55 0.17
H 0.64 3.16 1.30
H 2.64 2.34 1.96
H 4.59 0.93 1.48
H 7.71 -1.32 0.82
H 7.73 -0.92 -0.93
H 6.79 -2.31 -0.36
H 3.26 0.46 -2.55
H 1.32 1.92 -2.09
H -0.78 1.87 1.78
H -2.04 3.02 2.29
H -3.76 1.54 1.63
H -2.51 0.40 2.09

No. 5
48
Properties=species:S:1:pos:R:3 method="wB97M-V/def2-TZVPD" lumo_ev=0.2168 max_force_ev_per_a=3.12 e_homo_ev=-10.65 smiles=ClCCCl.ClCCCl.ClCCCl.ClCCCl.ClCCCl.ClCCCl e_above_lowest_kcal_mol=38.8
Cl -3.13 -2.19 1.70
C -2.50 -2.93 0.14
C -3.33 -2.28 -1.04
Cl -4.99 -2.87 -1.21
H -2.72 -3.98 0.10
H -1.44 -2.76 -0.09
H -2.84 -2.60 -1.93
H -3.39 -1.22 -0.75
Cl 1.12 -1.39 4.50
C 0.86 0.30 5.03
C 0.78 0.55 6.51
Cl 0.99 2.32 6.78
H -0.04 0.69 4.58
H 1.81 0.76 4.73
H 1.67 0.06 7.00
H -0.11 0.20 7.02
Cl 4.82 -0.14 1.82
C 4.37 -1.78 2.27
C 4.44 -2.75 1.08
Cl 3.37 -4.25 1.18
H 3.41 -1.79 2.67
H 4.97 -2.18 3.07
H 5.40 -3.16 0.91
H 3.97 -2.31 0.23
Cl -4.25 0.60 -4.82
C -3.25 -0.83 -4.31
C -2.09 -0.30 -3.57
Cl -0.68 -1.46 -3.39
H -2.98 -1.31 -5.27
H -4.04 -1.50 -3.79
H -2.38 0.21 -2.64
H -1.67 0.38 -4.21
Cl 1.66 2.61 2.15
C 1.43 1.05 1.25
C 0.55 1.23 -0.02
Cl -1.03 1.93 0.47
H 0.99 0.28 1.91
H 2.44 0.85 0.89
H 0.43 0.23 -0.42
H 1.00 1.86 -0.78
Cl 0.06 4.80 -1.95
C -0.90 4.09 -3.25
C -0.08 3.43 -4.34
Cl 0.67 1.91 -3.87
H -1.51 4.92 -3.70
H -1.67 3.40 -2.83
H 0.58 4.19 -4.70
H -0.80 3.12 -5.08

No. 6
11
Properties=species:S:1:pos:R:3 method="wB97M-V/def2-TZVPD" lumo_ev=0.3514 max_force_ev_per_a=2.68 e_homo_ev=-10.82 smiles="C/C=N/[SH](=O)=O" e_above_lowest_kcal_mol=53.2
C -1.86 -0.53 0.05
C -0.36 -0.42 -0.06
N 0.12 0.74 -0.12
S 1.85 0.80 -0.09
O 2.43 1.20 -1.37
O 2.37 -0.36 0.64
H -2.10 -1.05 0.96
H -2.18 -1.15 -0.76
H -2.29 0.39 -0.02
H 0.03 -1.48 -0.16
H 1.99 1.87 0.94

No. 7
154
Properties=species:S:1:pos:R:3 method="wB97M-V/def2-TZVPD" lumo_ev="0.0208 / -0.9411" max_force_ev_per_a=1.98 spin_multiplicity=5 e_homo_ev="-6.75 / -6.40" e_above_lowest_kcal_mol=52.5
Cr -1.21 -0.46 0.10
C -0.43 -3.21 -4.25
C 0.05 -1.83 -3.98
C 1.01 -1.21 -4.75
C 1.39 0.12 -4.44
N 0.89 0.75 -3.41
N 0.02 0.14 -2.61
B -0.63 0.92 -1.43
N 0.37 1.88 -0.83
N 1.64 1.45 -0.93
C 2.63 2.16 -0.44
C 2.39 3.35 0.27
C 1.11 3.76 0.48
C 0.78 4.94 1.33
C 0.05 3.01 -0.12
S -1.53 3.52 0.12
C 4.06 1.71 -0.67
C 4.82 1.76 0.66
C 4.14 0.29 -1.22
C 4.66 2.70 -1.67
N -1.90 1.60 -2.02
N -1.73 2.26 -3.16
C -2.68 3.02 -3.63
C -3.87 3.25 -2.90
C -4.11 2.51 -1.77
C -5.32 2.66 -0.93
C -3.09 1.60 -1.38
S -3.41 0.48 -0.16
C -2.48 3.69 -4.97
C -2.31 5.20 -4.75
C -1.22 3.15 -5.64
C -3.70 3.42 -5.86
C -0.44 -1.12 -2.87
S -1.52 -1.84 -1.77
C 2.44 0.81 -5.30
C 3.82 0.28 -4.88
C 2.21 0.48 -6.78
C 2.40 2.33 -5.12
H 0.19 -3.70 -4.99
H -1.46 -3.18 -4.61
H -0.43 -3.78 -3.32
H 1.44 -1.72 -5.59
H 3.21 3.91 0.68
H 1.67 5.30 1.85
H 0.02 4.67 2.07
H 0.37 5.74 0.72
H 4.20 1.34 1.45
H 5.09 2.78 0.94
H 5.73 1.18 0.59
H 4.01 -0.43 -0.41
H 5.11 0.12 -1.68
H 3.35 0.12 -1.95
H 4.58 3.72 -1.31
H 4.14 2.64 -2.62
H 5.71 2.48 -1.85
H -4.57 4.00 -3.21
H -6.04 3.33 -1.39
H -5.03 3.07 0.04
H -5.78 1.69 -0.75
H -1.46 5.40 -4.10
H -3.20 5.63 -4.28
H -2.15 5.70 -5.70
H -0.37 3.33 -5.00
H -1.06 3.65 -6.60
H -1.30 2.08 -5.81
H -4.61 3.86 -5.45
H -3.87 2.35 -5.97
H -3.54 3.85 -6.85
H 3.83 -0.81 -4.84
H 4.09 0.66 -3.90
H 4.57 0.61 -5.60
H 2.50 -0.54 -7.02
H 2.81 1.15 -7.39
H 1.17 0.62 -7.05
H 2.27 2.58 -4.07
H 1.58 2.75 -5.69
H 3.33 2.76 -5.49
O 1.23 0.83 1.96
C 0.04 1.06 2.28
O -0.94 0.73 1.56
C -0.27 1.66 3.61
C 0.71 2.30 4.35
C 0.47 2.73 5.65
C -0.77 2.46 6.18
O -1.25 2.71 7.44
C -2.56 2.19 7.47
O -2.90 1.71 6.19
C -1.77 1.85 5.42
C -1.55 1.45 4.13
H 1.68 2.45 3.90
H 1.23 3.23 6.23
H -3.26 2.98 7.78
H -2.62 1.35 8.19
H -2.32 0.96 3.55
C -0.25 -5.02 -0.08
Si 0.53 -4.93 1.67
C 1.65 -6.45 1.92
C -0.91 -5.11 2.93
Si 1.84 -2.93 1.95
Te 1.17 -1.27 0.18
Si 4.16 -3.24 1.40
C 4.34 -3.55 -0.49
C 5.01 -4.70 2.32
C 5.16 -1.68 1.88
Si 1.55 -2.11 4.20
C 2.58 -0.54 4.48
C -0.28 -1.78 4.66
C 2.19 -3.48 5.38
H -0.87 -5.91 -0.20
H 0.52 -5.05 -0.84
H -0.87 -4.15 -0.26
H 1.08 -7.37 1.97
H 2.21 -6.36 2.85
H 2.36 -6.55 1.11
H -1.47 -6.03 2.77
H -1.61 -4.28 2.85
H -0.54 -5.14 3.95
H 4.11 -4.58 -0.75
H 5.33 -3.33 -0.87
H 3.63 -2.91 -1.01
H 4.58 -5.66 2.04
H 4.89 -4.59 3.39
H 6.07 -4.74 2.11
H 4.50 -0.82 1.92
H 5.96 -1.45 1.18
H 5.62 -1.79 2.86
H 2.42 0.15 3.66
H 3.64 -0.76 4.53
H 2.31 -0.03 5.40
H -0.82 -1.36 3.82
H -0.37 -1.08 5.48
H -0.79 -2.70 4.94
H 3.23 -3.72 5.17
H 1.61 -4.39 5.29
H 2.13 -3.16 6.42
C -6.07 0.28 2.18
C -6.56 -1.11 1.79
C -6.65 -1.26 0.27
C -5.65 -2.20 2.39
N -4.29 -2.12 1.96
C -3.66 -2.77 0.96
N -2.39 -2.43 0.97
N -2.25 -1.58 2.00
N -3.37 -1.39 2.59
H -6.81 1.03 1.91
H -5.15 0.53 1.67
H -5.90 0.34 3.25
H -7.55 -1.28 2.22
H -5.69 -1.08 -0.20
H -7.35 -0.53 -0.12
H -7.01 -2.25 0.00
H -6.03 -3.19 2.13
H -5.65 -2.09 3.48
H -4.12 -3.45 0.27

No. 8
84
Properties=species:S:1:pos:R:3 method="wB97M-V/def2-TZVPD" lumo_ev="4.3152 / 4.3129" charge=-2 max_force_ev_per_a=2.32 spin_multiplicity=5 e_homo_ev="1.05 / -1.53" e_above_lowest_kcal_mol=0.0
Cr 1.34 0.93 -0.25
O 1.01 1.49 -2.07
C 0.88 2.68 -2.49
C 1.11 2.98 -3.86
C 0.94 4.24 -4.37
C 0.55 5.30 -3.54
C 0.33 5.06 -2.21
C 0.50 3.78 -1.64
C 0.27 3.62 -0.25
N 0.47 2.55 0.44
C 0.26 2.62 1.89
C 0.74 1.29 2.48
N 1.88 0.88 1.70
C 3.09 1.17 2.23
C 4.27 1.50 1.53
C 5.48 1.70 2.23
C 6.62 2.19 1.62
C 6.58 2.51 0.26
C 5.41 2.31 -0.47
C 4.23 1.83 0.12
O 3.15 1.74 -0.60
H 1.41 2.15 -4.49
H 1.12 4.42 -5.42
H 0.39 6.29 -3.95
H 0.04 5.87 -1.55
H -0.08 4.50 0.30
H -0.80 2.79 2.12
H 0.85 3.45 2.30
H -0.06 0.56 2.37
H 0.99 1.40 3.55
H 3.15 1.24 3.32
H 5.51 1.46 3.29
H 7.53 2.34 2.19
H 7.47 2.90 -0.23
H 5.36 2.55 -1.53
S -2.16 1.05 -2.30
P -1.88 0.04 -0.63
C -0.28 -0.35 -0.04
P 0.45 -1.82 -0.57
S 2.26 -1.36 -1.31
C 0.87 -2.89 0.87
C 1.54 -4.11 0.66
C 1.98 -4.85 1.74
C 1.80 -4.39 3.04
C 1.16 -3.18 3.25
C 0.70 -2.43 2.17
C -0.45 -2.99 -1.65
C -0.48 -2.74 -3.02
C -1.20 -3.58 -3.86
C -1.89 -4.67 -3.35
C -1.87 -4.91 -1.98
C -1.16 -4.07 -1.14
C -2.59 1.03 0.76
C -2.45 0.60 2.09
C -2.99 1.34 3.13
C -3.68 2.52 2.87
C -3.81 2.96 1.56
C -3.27 2.21 0.52
C -3.05 -1.39 -0.61
C -3.78 -1.69 -1.76
C -4.78 -2.65 -1.74
C -5.08 -3.32 -0.56
C -4.34 -3.05 0.58
C -3.33 -2.10 0.55
H 1.71 -4.44 -0.36
H 2.49 -5.80 1.57
H 2.17 -4.96 3.88
H 1.03 -2.80 4.26
H 0.20 -1.48 2.31
H 0.06 -1.89 -3.42
H -1.22 -3.39 -4.93
H -2.46 -5.31 -4.01
H -2.42 -5.74 -1.57
H -1.15 -4.26 -0.07
H -1.90 -0.30 2.30
H -2.88 1.00 4.15
H -4.12 3.09 3.68
H -4.33 3.88 1.35
H -3.35 2.54 -0.51
H -3.55 -1.15 -2.67
H -5.33 -2.88 -2.64
H -5.87 -4.06 -0.54
H -4.55 -3.59 1.50
H -2.76 -1.92 1.45